(1)
Here is a molecular structure, C10H7F3HfO10S2 from the Open Molecules 2025 dataset. Energies are from the ωB97M-V functional and the def2-TZVPD basis.

Properties
**Total energy**: -62094.5250 eV
**Multiplicity**: 1

Geometry (Å):
1 Hf 0.2295 0.2191 1.2532
2 O 2.5612 -0.1686 -2.1540
3 S 1.4373 0.0153 -1.3448
4 O 1.4638 1.2371 -0.4800
5 O 0.9835 -1.0092 -0.3349
6 C -0.0116 -0.1332 -2.4069
7 C 0.2717 -0.3019 -3.7537
8 C -0.7036 -0.5821 -4.6924
9 C -2.0613 -0.5728 -4.3230
10 C -2.3389 -0.4185 -2.9555
11 C -1.3457 -0.2400 -2.0018
12 S -1.9413 0.2301 -0.4476
13 O -3.3498 0.5127 -0.5428
14 O -1.0410 1.3483 -0.0662
15 O -1.6692 -0.7821 0.6031
16 H 1.3408 -0.2403 -3.9560
17 H -0.4681 -0.8497 -5.7152
18 H -2.8989 -0.8828 -4.9699
19 H -3.3261 -0.5491 -2.5954
20 F 3.6124 3.0030 1.0530
21 C 3.3263 2.5475 2.3037
22 F 3.0560 3.5125 3.2113
23 F 4.3969 1.8806 2.7925
24 C 2.0321 1.6434 2.1843
25 O 2.2146 0.4015 2.2093
26 O 0.9372 2.1751 1.9998
27 C -1.3060 -2.0634 4.0456
28 C -0.5283 -1.2954 3.0786
29 O -0.5470 0.0082 3.1742
30 O 0.0888 -1.7930 2.0748
31 H -1.8561 -2.7839 3.4320
32 H -1.9189 -1.4015 4.6240
33 H -0.6399 -2.6666 4.7005


(2)
Here is a molecular structure, C10H7N2O5Pt from the Open Molecules 2025 dataset. Energies are from the ωB97M-V functional and the def2-TZVPD basis.

Properties
**Charge**: +1
**Total energy**: -26935.4981 eV
**Multiplicity**: 3

Geometry (Å):
1 O 0.4654 3.6227 2.4484
2 C -0.2495 2.6913 2.3082
3 Pt -1.5893 0.9855 -0.5379
4 O -3.1167 -0.0264 1.6469
5 C -2.2680 0.4167 1.0217
6 C -2.1669 -0.2298 -1.6084
7 O -2.6192 -0.8398 -2.4516
8 C -0.1895 1.8780 -2.6569
9 O 0.4223 2.2430 -3.6069
10 C -2.5642 2.7079 -0.4756
11 O -3.3496 3.5485 -0.6284
12 H -0.5659 1.7677 0.3992
13 N 0.2917 -0.5608 2.1788
14 C 0.8780 -0.9963 1.0383
15 C 1.8814 -2.0280 1.0457
16 C 2.4408 -2.5340 -0.1198
17 C 1.9649 -2.0090 -1.3188
18 C 0.9602 -1.0414 -1.2739
19 N 0.4402 -0.5178 -0.1513
20 H -0.0499 0.3996 2.2173
21 H 0.7588 -0.8757 3.0281
22 H 2.1680 -2.3738 2.0486
23 H 3.2176 -3.3093 -0.0966
24 H 2.3447 -2.3182 -2.2680
25 H 0.4945 -0.6006 -2.1873


(3)
Here is C10H7N3O in the gas phase from the Open Molecules 2025 dataset. Energies are from the ωB97M-V functional and the def2-TZVPD basis.

Properties
**Energy relative to the best compared isomer or geometry (same formula, charge and spin)**: 1.362 eV
**Total energy**: -17000.0337 eV
**SMILES string**: O=C1Nc2ccccc2[C@]12C=CN=N2
**Multiplicity**: 1

Geometry (Å):
1 O 0.6134 -3.1128 -0.8810
2 C 0.1944 -2.0253 -0.5925
3 N -1.0541 -1.5565 -0.8855
4 C -1.2947 -0.2657 -0.4490
5 C -2.4356 0.5053 -0.5644
6 C -2.4209 1.7722 0.0077
7 C -1.3014 2.2582 0.6617
8 C -0.1408 1.4949 0.7545
9 C -0.1703 0.2502 0.1874
10 C 0.9756 -0.9127 0.1272
11 C 2.2323 -0.4847 -0.5370
12 C 3.1808 -0.5866 0.4123
13 N 2.6121 -1.0378 1.5989
14 N 1.3965 -1.2398 1.4711
15 H -1.7354 -2.1374 -1.3503
16 H -3.3098 0.1416 -1.0800
17 H -3.3075 2.3852 -0.0545
18 H -1.3213 3.2412 1.1056
19 H 0.7362 1.8660 1.2607
20 H 2.3210 -0.1859 -1.5609
21 H 4.2297 -0.3695 0.3679